A 2-piece molecular cluster, C2H2N2O overall, computed with ωB97M-V with the def2-TZVPD basis set.

Element x y z (Å)
C -0.02809 0.20262 0.29399
C 0.62784 0.05452 1.44787
N 0.04457 -0.73945 -1.77492
N 0.52921 -0.46243 -0.73933
O 1.26901 -0.21786 2.34087
H -0.99522 0.77920 -0.06808
H -1.44732 0.38340 -1.50039

Values from the calculation:
multiplicity	1
frontier orbital gap (spin up / spin down)	8.15 / 8.35	eV
electronic energy	-261.96505	Eh
energy above the lowest of the compared OMol25 structures with the same formula, charge and spin	5.412	eV
E_LUMO (spin up / spin down)	-0.0262 / -0.0234	Ha

=====

One molecule with the formula C2H2N2O, computed with ωB97M-V with the def2-TZVPD basis set.

Element x y z (Å)
O 1.51855 -0.70912 -1.79195
C 0.93101 -0.16207 -0.90451
C 0.31073 -0.87019 0.25470
N -0.74704 -0.41868 0.60664
N -1.66234 0.24222 1.09251
H 0.79327 0.94561 -0.85531
H -1.14418 0.97222 1.59793

Values from the calculation:
multiplicity	1
frontier orbital gap	9.61	eV
electronic energy	-262.02856	Eh
energy above the lowest of the compared OMol25 structures with the same formula, charge and spin	3.683	eV
E_LUMO	-0.0095	Ha

=====

One molecule with the formula C2H2N2O, computed with ωB97M-V with the def2-TZVPD basis set.

Element x y z (Å)
C -0.11860 0.26072 1.00310
N -1.08199 0.01401 0.02835
C -0.32145 -0.24938 -0.97762
O 1.02591 -0.18081 -0.68824
N 1.11598 0.15573 0.61846
H -0.34088 0.52545 2.02318
H -0.27898 -0.52572 -2.00724

Values from the calculation:
multiplicity	1
frontier orbital gap	12.09	eV
electronic energy	-262.10787	Eh
energy above the lowest of the compared OMol25 structures with the same formula, charge and spin	1.525	eV
E_LUMO	0.0371	Ha

=====

One molecule with the formula C2H2N2O2, computed with ωB97M-V with the def2-TZVPD basis set.

Element x y z (Å)
O 0.27298 2.30146 0.59396
C 0.10852 1.16147 0.05343
N -0.00802 -0.03727 0.71273
C -0.01397 -1.09211 -0.24873
N -0.05185 -0.59041 -1.38632
O -0.06218 0.83436 -1.29579
H -0.36772 -0.27043 1.83476
H 0.12225 -2.30706 -0.26404

Values from the calculation:
multiplicity	1
frontier orbital gap	10.45	eV
electronic energy	-337.32218	Eh
energy above the lowest of the compared OMol25 structures with the same formula, charge and spin	2.782	eV
E_LUMO	0.0076	Ha

=====

C2H2N2O2 as an isolated structure, computed with ωB97M-V with the def2-TZVPD basis set.

Element x y z (Å)
O 2.43604 0.27309 0.16565
C 1.43633 -0.34941 0.22231
N -0.10258 0.89551 0.29957
C -1.06232 0.04949 0.33692
N -1.18936 -1.18531 0.49293
O 0.85461 -1.40398 0.26617
H -0.16629 1.85808 0.00171
H -2.15912 -0.14320 -0.03582

Values from the calculation:
multiplicity	1
frontier orbital gap	9.24	eV
electronic energy	-337.27522	Eh
energy above the lowest of the compared OMol25 structures with the same formula, charge and spin	4.060	eV
E_LUMO	-0.0451	Ha

=====

One molecule with the formula C2H2N2O2, computed with ωB97M-V with the def2-TZVPD basis set.

Element x y z (Å)
O 2.20950 -0.38463 -0.11267
C 1.10486 -0.40872 -0.02773
N 0.22913 0.64734 0.19971
C -1.11166 0.27168 -0.13328
N -1.21386 -1.10521 -0.03938
O 0.18754 -1.40797 0.14447
H 0.52879 1.49638 0.18192
H -1.93430 0.89112 -0.21304

Values from the calculation:
multiplicity	1
frontier orbital gap	10.69	eV
electronic energy	-337.31822	Eh
energy above the lowest of the compared OMol25 structures with the same formula, charge and spin	2.890	eV
E_LUMO	0.0222	Ha

=====

One molecule with the formula C2H2N2O2, computed with ωB97M-V with the def2-TZVPD basis set.

Element x y z (Å)
C -0.57003 0.01744 -0.16305
C 1.18884 0.54968 -0.03764
H -2.27229 -0.96729 0.39538
H 2.25467 1.02121 0.11188
N -0.06937 1.18021 -0.02708
N 1.36267 -0.71993 -0.15000
O -1.93667 0.02833 -0.12513
O 0.04219 -1.10966 -0.00436

Values from the calculation:
multiplicity	1
frontier orbital gap	10.58	eV
electronic energy	-337.28507	Eh
energy above the lowest of the compared OMol25 structures with the same formula, charge and spin	3.792	eV
E_LUMO	0.0037	Ha

=====

One molecule with the formula C2H2N2O2, computed with ωB97M-V with the def2-TZVPD basis set.

Element x y z (Å)
O 1.78128 -0.42157 -0.06638
C 0.42116 -0.25578 -0.10180
C -0.52699 0.75932 -0.03906
O -1.71284 0.21829 -0.02473
N -1.49233 -1.21689 -0.02933
N -0.25422 -1.43463 -0.01021
H 2.17113 0.48326 0.35151
H -0.38719 1.86800 -0.08000

Values from the calculation:
multiplicity	1
frontier orbital gap	9.85	eV
electronic energy	-337.31084	Eh
energy above the lowest of the compared OMol25 structures with the same formula, charge and spin	3.091	eV
E_LUMO	0.0104	Ha

=====

One molecule with the formula C2H2N2O2S, computed with ωB97M-V with the def2-TZVPD basis set.

Element x y z (Å)
S 1.80399 -1.29425 0.12123
C 0.50177 -0.33566 0.10556
O -0.31917 -0.60782 -0.96456
N -1.65229 0.20623 -1.04327
C -1.63669 1.25197 -0.28265
N -0.59508 1.62046 0.52932
O -0.01574 0.42124 1.18554
H -2.52110 1.93218 -0.48029
H -1.12240 1.98372 1.43299

Values from the calculation:
multiplicity	1
frontier orbital gap	9.01	eV
electronic energy	-735.41908	Eh
energy above the lowest of the compared OMol25 structures with the same formula, charge and spin	4.577	eV
E_LUMO	-0.0084	Ha

=====

C2H2N2O2S as an isolated structure, computed with ωB97M-V with the def2-TZVPD basis set.

Element x y z (Å)
C 0.81192 -1.01568 -0.17343
C -0.02740 -0.05912 0.14041
N 0.83326 1.11480 0.13954
N -1.46082 0.06841 -0.06884
O -2.15065 -1.03547 0.11679
O -1.96307 1.10591 -0.41557
S 2.22231 0.07675 -0.07555
H 0.78294 -2.05178 -0.56017
H 0.95150 1.79616 0.89682

Values from the calculation:
multiplicity	1
frontier orbital gap	8.95	eV
electronic energy	-735.40795	Eh
energy above the lowest of the compared OMol25 structures with the same formula, charge and spin	4.880	eV
E_LUMO	-0.0294	Ha